(1)
2 unconnected molecules or ions with the total composition CH3Br2N. Source: the OMol25 dataset; level of theory: ωB97M-V/def2-TZVPD.

Results
Frontier orbital gap ... 10.59 eV
Structure (SMILES) ... C=NBr.Br
LUMO level ... 0.0122 Eh

The geometry in ORCA input format:
```
! wB97M-V def2-TZVPD RIJCOSX def2/J DEFGRID3
* xyz 0 1
Br -0.30 0.64 2.39
Br -1.45 1.29 -2.43
N 0.20 0.27 0.63
C 0.67 -0.85 0.31
H 0.91 -0.98 -0.73
H -0.87 1.31 -1.15
H 0.85 -1.69 0.98
*
```

(2)
2 unconnected molecules or ions with the total composition CH3BrClN in a non-equilibrium geometry. Source: the OMol25 dataset; level of theory: ωB97M-V/def2-TZVPD.

Results
Frontier orbital gap ... 10.89 eV
Structure (SMILES) ... [H]/N=C\Br.Cl
LUMO level ... 0.0169 Eh

The geometry in ORCA input format:
```
! wB97M-V def2-TZVPD RIJCOSX def2/J DEFGRID3
* xyz 0 1
Br 0.48 -1.02 -0.30
Cl 3.56 0.01 0.19
N -2.00 0.31 0.63
C -1.31 -0.03 -0.33
H -1.72 -0.09 -1.28
H -1.62 0.40 1.60
H 2.62 0.42 -0.50
*
```

no.,calculated total energy (eV)
1,-142659.292
2,-85139.826